Entry 1:
The following is a DFT calculation (ωB97M-V with the def2-TZVPD basis set) of C36H40ClN4O2PRuS as an isolated structure.

Properties
**Spin multiplicity**: 6
**HOMO-LUMO gap (alpha / beta)**: 7.8 / 6.3 eV
**<S²>**: 8.76
**Net charge**: +3

Each line ends with the Löwdin spin population.
CARTESIAN COORDINATES (ANGSTROEM)
Ru  -0.6836  0.8615  0.6654  3.79
Cl  -1.1502  -1.4476  2.5458  0.07
S  -1.6510  2.2538  2.7685  0.13
P  -0.8290  -1.4946  -0.5422  0.16
O  5.2917  0.0447  -2.7672  0.00
O  5.9768  1.3109  3.0492  0.00
N  -3.1706  0.8611  0.5914  0.11
N  1.0727  1.2285  -0.8100  0.13
N  1.2399  0.8687  1.8558  0.11
N  -1.3373  2.8566  -0.3302  0.13
C  4.5109  1.0763  -3.3428  0.00
C  1.9437  -4.2369  0.6435  0.00
C  2.4514  0.7766  3.9148  0.00
C  -2.2717  -2.4239  1.6181  0.01
C  -2.5715  -0.4146  -4.0500  0.00
C  -3.6987  2.0842  -0.0642  0.01
C  -0.4590  -2.0526  -3.2624  0.01
C  -4.1010  -3.9448  1.5424  0.01
C  1.2829  0.7262  3.1912  0.02
C  -2.6728  2.7666  -0.9584  0.01
C  -2.1583  -2.4336  0.2317  0.02
C  4.9510  1.0903  3.9824  0.00
C  -4.0204  -3.9656  0.1571  0.00
C  -2.2668  -0.5565  -2.7064  0.01
C  -1.2017  -1.3679  -2.3021  0.03
C  -3.0523  -3.2171  -0.4980  0.01
C  0.9291  1.3041  -2.1393  0.02
C  -3.8018  0.6527  1.9115  0.01
C  -1.8104  -1.0810  -5.0048  0.01
C  2.0046  1.2926  -3.0051  0.00
C  3.4291  1.1495  -1.0945  0.00
C  0.6927  -2.4278  -0.3273  0.02
C  -3.3720  1.6951  2.9434  0.01
C  3.0992  -3.7739  0.0291  0.02
C  3.2855  1.1934  -2.4776  0.01
C  -1.8330  3.8749  1.9391  0.01
C  3.6039  1.1484  1.8618  0.00
C  0.7404  -3.5682  0.4738  0.01
C  2.3985  1.0621  1.1938  0.01
C  -1.0952  3.9767  0.6152  0.01
C  3.6488  1.0042  3.2439  0.01
C  -0.7666  -1.9048  -4.6090  0.00
C  -3.2209  -3.1695  2.2888  0.00
C  1.8579  -1.9706  -0.9519  0.01
C  2.3116  1.1683  -0.2823  0.01
C  3.0560  -2.6411  -0.7760  0.00
H  -3.2683  -3.1556  3.3699  0.00
H  6.1475  0.0015  -3.2108  0.00
H  -0.0868  1.3369  -2.5186  0.00
H  -3.9934  2.5887  2.9299  0.00
H  3.9459  -2.2821  -1.2788  0.00
H  -0.1512  -3.9542  0.9504  0.00
H  4.8781  1.8996  4.7184  0.00
H  1.8229  -1.1163  -1.6149  0.00
H  4.2262  0.8560  -4.3740  0.00
H  -2.0481  -0.9726  -6.0547  0.00
H  4.5278  1.3345  1.3366  0.00
H  -0.0195  3.9931  0.8005  0.00
H  -2.9803  -3.2500  -1.5780  0.00
H  -4.5865  1.8528  -0.6563  0.00
H  4.0317  -4.3052  0.1662  0.00
H  0.3410  -2.7172  -2.9675  0.00
H  -4.8916  0.6827  1.8223  0.00
H  5.0913  0.1573  4.5410  0.00
H  0.3390  0.5737  3.6955  0.00
H  -1.4274  4.6221  2.6196  0.00
H  4.4196  1.0463  -0.6761  0.00
H  1.9742  -5.1308  1.2521  0.00
H  -2.5426  2.1974  -1.8798  0.00
H  -0.1971  -2.4507  -5.3495  0.00
H  -1.3599  4.9287  0.1463  0.00
H  -4.0282  2.7689  0.7127  0.00
H  -4.8491  -4.5368  2.0524  0.00
H  -3.4237  0.0539  0.0279  0.00
H  -3.4099  0.1979  -4.3555  0.00
H  -3.0410  3.7576  -1.2365  0.00
H  -2.8900  -0.0616  -1.9707  0.00
H  -0.6687  2.9948  -1.0813  0.00
H  6.8225  1.4034  3.5033  0.00
H  -3.5332  -0.3396  2.2552  0.00
H  5.0417  2.0350  -3.3355  0.00
H  -3.4546  1.2726  3.9433  0.00
H  -2.8959  4.0788  1.8395  0.00
H  1.8373  1.3311  -4.0733  0.00
H  -4.7046  -4.5765  -0.4161  0.00
H  2.4219  0.6485  4.9891  0.00

Cartesian forces (eV/Å) of the 6 atoms listed first:
Ru 0.013 -0.138 -0.198
Cl 0.093 0.077 0.142
S 0.014 0.018 -0.024
P -0.071 0.036 -0.091
O 0.040 0.065 -0.073
O 0.041 0.002 0.039

***

Entry 2:
The following is a DFT calculation (ωB97M-V with the def2-TZVPD basis set) of a 2-piece molecular cluster, C3H8N2O overall at a distorted geometry.

Properties
**HOMO-LUMO gap**: 7.9 eV
**Energy above the lowest of the compared OMol25 structures with the same formula, charge and spin**: 138.4 kcal per mole

Each line ends with the natural charge from an NBO analysis.
CARTESIAN COORDINATES (ANGSTROEM)
O  -0.7755  0.4251  -1.2894  -0.71
N  1.4198  2.1085  -0.8181  -0.64
N  0.7233  1.3092  0.1556  -0.45
C  -0.0656  0.2505  -0.1390  0.48
C  -0.4818  -0.5265  1.0467  -0.23
C  -1.5579  -1.3176  1.0273  -0.37
H  -1.9104  -1.9076  1.7514  0.20
H  0.9347  1.8114  -1.6457  0.38
H  0.2176  -0.3363  1.9255  0.22
H  1.1123  1.3624  1.1302  0.39
H  -1.4226  -0.2295  -1.4468  0.49
H  0.9896  -1.1109  -0.8862  -0.29
H  -2.1049  -1.4699  0.0797  0.17
H  2.3921  1.9617  -0.8070  0.36

Cartesian forces (eV/Å) of the 6 atoms listed first:
O 0.569 2.056 0.782
N -2.959 -0.096 1.029
N 1.108 0.974 1.872
C 2.508 -2.273 -1.497
C -0.118 0.231 0.496
C 1.287 2.077 -3.267

***

Entry 3:
The following is a DFT calculation (ωB97M-V with the def2-TZVPD basis set) of a 3-piece molecular cluster, C27H60N2O5 overall at a distorted geometry.

Properties
**HOMO-LUMO gap**: 8.7 eV
**Energy above the lowest of the compared OMol25 structures with the same formula, charge and spin**: 269.2 kcal per mole
**SMILES**: CCOOC(=O)OCCCCCCCCCCCOC.CCN(CC)CC.CCN(CC)CC

Each line ends with the Mulliken charge.
CARTESIAN COORDINATES (ANGSTROEM)
O  -0.8211  5.9294  -0.4016  -0.22
O  1.4061  4.6650  -0.3688  -0.14
O  -7.5628  5.1364  -1.8571  -0.31
O  1.2389  7.1290  -0.7586  -0.52
O  1.0578  4.1338  0.7924  -0.25
N  1.8471  -1.5791  2.1932  0.17
N  6.5253  -6.8477  -0.2589  0.13
C  -6.8430  2.4618  0.9534  -0.68
C  6.4311  -5.2099  1.6990  -0.46
C  -6.0993  1.3510  0.0052  -0.81
C  -8.0214  3.9722  -1.0445  -0.35
C  -7.0214  3.9462  0.2818  -0.32
C  3.7967  -1.2485  0.6347  -1.07
C  4.6756  -5.2653  -1.0536  -0.55
C  1.2347  -1.1921  3.4696  -0.63
C  -2.5947  2.9938  -3.0542  0.10
C  2.4125  -4.0517  2.4949  -0.81
C  -8.6927  5.7959  -2.5298  -0.64
C  -4.9001  1.6441  -2.3280  -0.73
C  -1.4864  5.8922  -1.7175  -0.48
C  9.0213  -6.5822  -0.4556  -1.43
C  -2.9574  5.1216  -1.5186  0.02
C  1.6086  -2.9653  1.7868  -0.81
C  -4.7091  1.9009  -0.7180  0.90
C  6.5021  -6.6469  1.1912  -0.78
C  5.2306  -6.6808  -0.9297  -0.86
C  0.6506  5.9323  -0.5289  0.56
C  0.5466  2.7769  0.4199  0.01
C  -3.5133  1.6457  -3.2011  -0.84
C  -0.8993  2.4792  1.1908  -0.25
C  1.8467  -1.7569  4.7477  -1.04
C  7.6324  -6.2144  -0.9825  -0.27
C  3.2205  -1.0877  2.0434  -0.43
C  -3.4256  4.3997  -2.9290  -0.54
H  -5.3574  0.5465  -2.4332  0.43
H  7.6012  -6.5432  -2.0292  0.43
H  -1.9576  3.0733  -4.0608  0.35
H  6.7406  -5.1750  2.7494  0.44
H  -7.9564  2.9459  -1.6396  0.14
H  1.7954  -3.0482  0.7093  0.42
H  -9.1289  4.1393  -0.6433  0.41
H  -2.7742  4.3551  -0.6332  -0.12
H  7.5408  -5.1253  -0.9907  0.23
H  -6.3654  2.5749  2.0359  0.29
H  -1.6570  2.0696  0.3979  -0.22
H  -0.7684  1.7122  2.0700  0.26
H  -3.7290  5.9695  -1.2482  0.32
H  1.2616  -0.0964  3.5402  0.31
H  -5.6611  2.3685  -2.8528  0.08
H  2.9374  -1.6814  4.7613  0.26
H  9.7881  -6.1166  -1.0816  0.43
H  5.6684  -7.2140  1.6259  0.33
H  5.4123  -4.8193  1.6588  -0.21
H  3.1735  -0.7445  -0.1106  0.28
H  -4.5840  4.3134  -3.0671  0.13
H  -1.7021  7.0182  -2.0422  0.22
H  0.4277  2.6978  -0.7450  0.24
H  -3.7414  1.3941  -4.3309  0.28
H  0.1664  -1.4424  3.4510  0.41
H  1.4722  -1.2022  5.6140  0.42
H  3.4620  -3.7797  2.6316  0.13
H  3.8946  -2.3018  0.3548  -0.03
H  3.2344  -0.0123  2.2627  0.50
H  -0.8499  5.3891  -2.5635  0.32
H  -1.7955  2.8293  -2.1992  -0.30
H  -9.7116  5.1954  -2.4695  0.29
H  -3.7487  1.3108  -0.3277  0.08
H  3.8568  -5.2510  -1.7801  0.48
H  5.3172  -7.0971  -1.9423  0.35
H  -2.8659  0.7289  -2.7942  0.29
H  -6.8287  0.9787  -0.8586  0.33
H  -3.0500  5.1291  -3.7962  0.38
H  -5.8265  0.4047  0.6744  0.28
H  3.9011  -1.5637  2.7539  0.25
H  -1.2321  3.5053  1.6738  0.27
H  -4.5023  3.0305  -0.4910  -0.43
H  -8.3844  5.8963  -3.6752  0.22
H  2.3894  -4.9725  1.9015  0.37
H  4.4806  -7.3103  -0.4344  0.36
H  -7.9459  2.0493  1.1447  0.29
H  1.5669  -2.8020  4.9002  0.24
H  9.1753  -6.2226  0.5664  0.30
H  -7.5749  4.6163  1.0989  0.34
H  -8.9317  6.8836  -2.1289  0.22
H  -6.0208  4.5058  0.0378  0.05
H  1.3805  1.9888  0.7462  0.01
H  7.0859  -4.5329  1.1448  0.23
H  0.5403  -3.1976  1.8875  0.38
H  4.7973  -0.8082  0.5934  0.47
H  4.2603  -4.9116  -0.1069  -0.16
H  7.3938  -7.1187  1.6213  0.34
H  5.4256  -4.5474  -1.3963  0.28
H  1.9863  -4.2959  3.4700  0.29
H  9.1804  -7.6649  -0.4735  0.32

Cartesian forces (eV/Å) of the 6 atoms listed first:
O 3.578 -1.256 -1.052
O -0.351 5.773 -3.664
O -2.715 -0.948 0.484
O -3.423 -8.708 1.394
O -2.064 -3.754 2.156
N -0.277 0.168 0.097

***

Entry 4:
The following is a DFT calculation (ωB97M-V with the def2-TZVPD basis set) of one molecule with the formula C11H10O2 at a distorted geometry.

Properties
**HOMO-LUMO gap (alpha / beta)**: 6.9 / 8.4 eV
**Energy above the lowest of the compared OMol25 structures with the same formula, charge and spin**: 184.3 kcal per mole

Each line ends with the natural charge from an NBO analysis.
CARTESIAN COORDINATES (ANGSTROEM)
O  -2.2011  -0.4104  0.5093  -0.49
O  -0.0469  1.4285  1.8558  -0.42
C  1.5626  -1.9351  -1.6535  -0.20
C  -0.0505  -1.3720  0.0882  -0.22
C  -1.5172  -1.5304  0.5364  0.35
C  -0.2491  2.3721  0.8765  0.06
C  0.3283  -2.1305  -0.9790  -0.19
C  2.1580  -0.5329  0.1793  -0.20
C  -1.9894  0.8071  -0.2498  -0.12
C  2.5159  -1.1315  -1.0347  -0.21
C  -1.7307  2.1653  0.4702  -0.50
C  0.4753  0.2296  1.8467  0.15
C  0.9033  -0.6053  0.6673  -0.06
H  -2.3818  2.2264  1.4257  0.23
H  -2.0247  3.0077  -0.1778  0.23
H  0.4503  2.1474  0.0831  0.12
H  2.8909  0.0064  0.6239  0.21
H  -0.3508  -2.8123  -1.5412  0.22
H  -3.0099  0.8012  -0.8957  0.21
H  3.4530  -0.9029  -1.6289  0.22
H  1.6349  -2.3002  -2.7075  0.22
H  -1.2811  0.6670  -1.1298  0.20
H  0.4611  -0.1953  2.8357  0.18

Cartesian forces (eV/Å) of the 6 atoms listed first:
O 0.119 -0.574 0.353
O -0.803 0.422 0.937
C -0.814 0.229 0.118
C -2.601 -1.387 -0.610
C 1.135 1.115 0.180
C -0.903 -2.383 -0.625